1.
The following is a quantum chemistry calculation of C23H21N6O4V as an isolated structure, from the OMol25 dataset.

Values from the calculation:
Maximum force   0.600 eV/Å
Gap between HOMO and LUMO (alpha / beta)   6.3 / 6.9 eV
Net charge   +1
Total energy   -67008.14581 eV
Spin multiplicity   2

Atoms and positions in Å:
1 V -0.14 0.20 -0.81
2 O 3.47 1.72 0.03
3 C 2.32 1.53 -0.29
4 N 1.76 0.35 -0.73
5 C 2.48 -0.87 -0.84
6 C 3.85 -1.00 -0.93
7 C 4.39 -2.28 -1.05
8 C 3.57 -3.39 -1.06
9 C 2.19 -3.27 -0.97
10 C 1.65 -2.00 -0.87
11 N 0.27 -1.67 -0.74
12 C -0.74 -2.59 -0.70
13 O -0.67 -3.79 -0.85
14 C -2.09 -1.95 -0.42
15 C -3.21 -2.72 -0.19
16 C -4.40 -2.07 0.09
17 C -4.43 -0.69 0.15
18 C -3.27 0.01 -0.11
19 N -2.12 -0.61 -0.39
20 C 1.31 2.65 -0.21
21 C 1.70 3.94 0.08
22 C 0.73 4.93 0.12
23 C -0.59 4.59 -0.13
24 C -0.91 3.27 -0.41
25 N 0.03 2.32 -0.44
26 H 4.49 -0.13 -0.92
27 H 5.47 -2.39 -1.12
28 H 4.01 -4.38 -1.15
29 H 1.55 -4.14 -1.00
30 H -3.11 -3.79 -0.25
31 H -5.30 -2.65 0.28
32 H -5.34 -0.15 0.37
33 H -3.24 1.09 -0.10
34 H 2.75 4.14 0.26
35 H 1.00 5.95 0.34
36 H -1.38 5.33 -0.12
37 H -1.91 2.96 -0.65
38 C 0.45 -1.48 4.20
39 N 0.34 -0.11 3.68
40 C 0.95 0.98 4.45
41 C 0.09 0.06 2.41
42 N -0.15 0.22 1.30
43 H 0.03 -1.50 5.21
44 H 1.49 -1.80 4.23
45 H -0.12 -2.15 3.57
46 H 0.55 0.96 5.46
47 H 0.70 1.93 3.98
48 H 2.04 0.86 4.48
49 C -1.89 0.29 -4.50
50 C -1.75 0.85 -3.13
51 O -2.51 1.59 -2.57
52 O -0.61 0.42 -2.51
53 H -2.78 0.69 -4.98
54 H -1.96 -0.80 -4.43
55 H -1.01 0.52 -5.09

---

2.
The following is a quantum chemistry calculation of the molecule C3H3FOS at a distorted geometry, from the OMol25 dataset.

Values from the calculation:
Maximum force   1.622 eV/Å
Gap between HOMO and LUMO   10.1 eV
Structure (SMILES)   O=C(S)/C=C\F
Net charge   0
Total energy   -18758.68491 eV
Energy relative to the best compared isomer or geometry (same formula, charge and spin)   34.34 kJ/mol

Atoms and positions in Å:
1 C 0.77 0.59 -0.01
2 C -0.60 1.09 0.00
3 C -1.81 0.53 0.00
4 H -0.12 -1.69 0.36
5 H -0.66 2.14 0.07
6 H -2.71 1.13 0.20
7 O 1.66 1.37 -0.01
8 F -2.01 -0.79 -0.05
9 S 1.14 -1.17 0.00

---

3.
The following is a quantum chemistry calculation of a 10-piece molecular cluster, C7H34NO9 overall at a distorted geometry, from the OMol25 dataset.

Values from the calculation:
Maximum force   3.431 eV/Å
Gap between HOMO and LUMO   10.1 eV
Net charge   +1
Total energy   -27721.35689 eV
Energy relative to the best compared isomer or geometry (same formula, charge and spin)   313.43 kJ/mol

Atoms and positions in Å:
1 C 2.96 1.69 1.05
2 C 2.32 0.39 0.54
3 C 1.90 -0.61 1.62
4 C 0.91 -1.65 1.15
5 C -0.36 -1.65 1.46
6 C 1.52 -2.44 0.01
7 C 0.98 -3.91 0.07
8 N 1.25 0.96 -0.47
9 H 3.52 2.12 0.21
10 H 2.35 2.50 1.41
11 H 3.88 1.41 1.67
12 H 3.08 -0.02 -0.17
13 H 2.79 -1.04 2.03
14 H 1.43 -0.11 2.45
15 H -1.21 -2.25 1.21
16 H -0.80 -0.94 2.14
17 H 1.16 -1.94 -0.90
18 H 2.63 -2.40 -0.13
19 H 1.78 -4.56 0.43
20 H 0.18 -3.92 0.80
21 H 0.67 -4.34 -0.87
22 H 0.54 0.23 -0.54
23 H 1.49 1.30 -1.40
24 H 0.67 1.69 -0.02
25 H 1.79 4.49 -1.57
26 H 2.13 3.08 -2.01
27 O 1.60 3.57 -1.36
28 H -0.62 -2.23 -2.71
29 H -0.74 -0.60 -2.40
30 O -0.25 -1.42 -2.36
31 H 3.95 0.73 -3.03
32 H 2.96 -0.36 -2.83
33 O 3.32 0.41 -2.37
34 H -0.04 2.45 2.38
35 H -0.74 2.87 1.03
36 O -0.50 2.14 1.60
37 H -1.13 1.58 -3.19
38 H -1.25 1.22 -1.71
39 O -0.61 1.51 -2.39
40 H -3.43 -2.51 2.46
41 H -4.70 -3.04 1.82
42 O -4.30 -2.23 2.16
43 H -3.06 2.34 1.76
44 H -3.09 2.97 3.00
45 O -2.80 3.21 2.11
46 H -5.39 -0.17 0.20
47 H -4.10 -1.09 0.56
48 O -4.57 -0.57 -0.12
49 H -3.91 0.20 -2.11
50 H -3.11 0.39 -0.83
51 O -3.07 0.54 -1.82

---

4.
The following is a quantum chemistry calculation of the molecule C3HCl2F3 at a distorted geometry, from the OMol25 dataset.

Values from the calculation:
Maximum force   2.009 eV/Å
Gap between HOMO and LUMO   10.7 eV
Structure (SMILES)   F/C(Cl)=C(\Cl)C(F)F
Net charge   0
Total energy   -36323.54404 eV
Energy relative to the best compared isomer or geometry (same formula, charge and spin)   0.00 kJ/mol

Atoms and positions in Å:
1 C 0.46 -0.16 1.05
2 C 0.32 0.20 -0.36
3 C -0.80 0.10 -1.07
4 H 1.53 -0.02 1.24
5 F 0.17 -1.45 1.27
6 F -0.32 0.64 1.82
7 F -0.87 0.44 -2.31
8 Cl 1.77 0.65 -1.24
9 Cl -2.27 -0.40 -0.40

---

5.
The following is a quantum chemistry calculation of a 2-piece molecular cluster, C5H8O2 overall at a distorted geometry, from the OMol25 dataset.

Values from the calculation:
Maximum force   3.442 eV/Å
Gap between HOMO and LUMO   10.1 eV
Structure (SMILES)   C=C=CC.O=CO
Net charge   0
Total energy   -9407.17447 eV
Energy relative to the best compared isomer or geometry (same formula, charge and spin)   256.43 kJ/mol

Atoms and positions in Å:
1 C -0.78 -0.73 0.28
2 C -0.23 -1.24 1.57
3 C -0.04 -0.52 -0.81
4 C 0.67 1.65 -0.11
5 C 0.43 -0.75 -2.00
6 O -0.47 1.98 0.64
7 O 0.93 2.19 -1.16
8 H -1.08 2.45 0.06
9 H -1.85 -0.55 0.24
10 H 1.43 1.30 0.61
11 H 0.14 -0.43 2.20
12 H -0.99 -1.78 2.13
13 H 0.60 -1.91 1.39
14 H 0.96 0.03 -2.53
15 H 0.27 -1.68 -2.53

---

6.
The following is a quantum chemistry calculation of a 7-piece molecular cluster, C4H22N2O8 overall at a distorted geometry, from the OMol25 dataset.

Values from the calculation:
Maximum force   9.459 eV/Å
Gap between HOMO and LUMO (alpha / beta)   9.8 / 4.9 eV
Net charge   +1
Total energy   -23852.82369 eV
Energy relative to the best compared isomer or geometry (same formula, charge and spin)   371.36 kJ/mol
Spin multiplicity   2

Atoms and positions in Å:
1 N 2.02 1.78 1.61
2 C 1.60 0.53 0.95
3 C 1.62 -0.59 2.08
4 O 2.32 -1.57 1.32
5 C 0.27 0.83 0.29
6 N -0.01 0.84 -1.08
7 C 1.02 1.02 -1.98
8 O -0.77 0.90 0.93
9 H 1.32 1.96 2.45
10 H 2.96 1.99 1.84
11 H 2.25 0.19 0.12
12 H 2.08 -0.23 3.02
13 H 0.57 -0.96 2.25
14 H 2.31 -2.55 1.76
15 H -0.97 1.24 -1.35
16 H 0.78 1.33 -3.02
17 H 1.51 0.01 -2.14
18 H 1.63 1.88 -1.76
19 H -2.86 -2.10 -0.79
20 H -1.92 -1.03 -1.23
21 O -2.21 -1.95 -1.33
22 H -2.09 3.52 -2.55
23 H -1.25 3.48 -1.47
24 O -1.85 2.90 -1.98
25 H -2.65 -1.69 1.87
26 H -2.26 -0.79 0.66
27 O -2.96 -1.16 1.17
28 H 0.69 3.50 0.01
29 H 1.09 4.14 -1.40
30 O 0.46 3.79 -0.87
31 H -2.04 -4.30 -0.58
32 H -0.88 -3.50 -1.22
33 O -1.06 -4.19 -0.73
34 H -0.62 -3.69 0.98
35 H 0.16 -2.55 0.76
36 O -0.28 -2.99 1.42

---

7.
The following is a quantum chemistry calculation of C41H34GeN4O3Tl as an isolated structure, from the OMol25 dataset.

Values from the calculation:
Maximum force   0.577 eV/Å
Gap between HOMO and LUMO   5.4 eV
Net charge   -1
Total energy   -116376.81455 eV
Energy relative to the best compared isomer or geometry (same formula, charge and spin)   14.35 kJ/mol

Atoms and positions in Å:
1 Tl 0.64 -0.26 0.30
2 C -6.95 -1.94 -0.13
3 O -6.14 -1.52 0.95
4 C -5.51 -2.48 1.67
5 C -5.77 -3.84 1.55
6 C -5.06 -4.74 2.35
7 C -4.08 -4.31 3.22
8 C -3.86 -2.93 3.36
9 C -4.56 -2.03 2.59
10 N -3.45 -5.31 4.05
11 N -2.23 -5.28 4.31
12 C -1.34 -4.35 3.71
13 C -0.45 -3.73 4.57
14 C 0.40 -2.70 4.19
15 C 0.43 -2.25 2.86
16 O 1.17 -1.29 2.45
17 C -0.41 -2.98 1.92
18 N -0.31 -2.62 0.62
19 C -0.97 -3.27 -0.31
20 C -1.78 -4.38 0.00
21 C -1.92 -4.75 1.30
22 C -1.26 -4.03 2.33
23 H -7.25 -1.03 -0.65
24 H -7.84 -2.47 0.22
25 H -6.38 -2.58 -0.81
26 H -6.51 -4.21 0.86
27 H -5.27 -5.80 2.28
28 H -3.11 -2.57 4.06
29 H -4.37 -0.97 2.67
30 H -0.47 -4.05 5.61
31 H 1.05 -2.22 4.90
32 H -0.86 -2.90 -1.32
33 H -2.28 -4.92 -0.80
34 H -2.53 -5.61 1.56
35 O 1.75 -1.92 -2.12
36 C 2.86 -1.11 -2.47
37 C 3.78 -0.82 -1.31
38 C 5.11 -0.46 -1.51
39 C 5.90 -0.20 -0.41
40 C 5.35 -0.31 0.86
41 C 4.02 -0.67 0.98
42 N 3.26 -0.93 -0.09
43 H 2.05 -2.61 -1.53
44 H 2.45 -0.18 -2.87
45 H 3.45 -1.58 -3.27
46 H 5.50 -0.38 -2.52
47 H 6.93 0.09 -0.54
48 H 5.94 -0.10 1.75
49 H 3.53 -0.76 1.94
50 C -0.64 1.42 0.05
51 Ge 0.48 2.63 -0.93
52 C 2.22 3.14 -0.10
53 C 2.17 3.73 1.17
54 C 3.33 4.01 1.89
55 C 4.57 3.71 1.35
56 C 4.65 3.11 0.11
57 C 3.48 2.82 -0.60
58 C -0.55 4.31 -1.07
59 C -0.03 5.57 -0.79
60 C -0.81 6.71 -0.90
61 C -2.14 6.62 -1.28
62 C -2.68 5.37 -1.56
63 C -1.89 4.23 -1.45
64 C 0.95 2.15 -2.82
65 C 1.94 2.77 -3.59
66 C 2.25 2.32 -4.87
67 C 1.55 1.25 -5.42
68 C 0.54 0.65 -4.68
69 C 0.25 1.09 -3.40
70 H 1.21 3.94 1.62
71 H 3.25 4.47 2.87
72 H 5.48 3.93 1.91
73 H 5.61 2.85 -0.31
74 H 3.57 2.34 -1.57
75 H 1.01 5.66 -0.49
76 H -0.38 7.68 -0.68
77 H -2.75 7.51 -1.36
78 H -3.72 5.28 -1.85
79 H -2.33 3.26 -1.65
80 H 2.48 3.62 -3.20
81 H 3.03 2.81 -5.44
82 H 1.78 0.90 -6.42
83 H -0.02 -0.18 -5.10
84 H -0.50 0.59 -2.80

---

8.
The following is a quantum chemistry calculation of the molecule C4H10N at a distorted geometry, from the OMol25 dataset.

Values from the calculation:
Maximum force   1.321 eV/Å
Gap between HOMO and LUMO (alpha / beta)   4.9 / 10.0 eV
Net charge   0
Total energy   -5796.33872 eV
Energy relative to the best compared isomer or geometry (same formula, charge and spin)   167.31 kJ/mol
Spin multiplicity   2

Atoms and positions in Å:
1 C 0.20 -2.11 -0.09
2 C 0.06 -1.00 -1.11
3 C -0.34 0.35 -0.59
4 C 0.37 0.97 0.38
5 N -0.19 2.20 1.00
6 H 0.94 -1.88 0.67
7 H -0.74 -2.25 0.47
8 H 0.42 -3.05 -0.58
9 H 0.95 -0.85 -1.71
10 H -0.72 -1.30 -1.82
11 H -0.99 0.95 -1.22
12 H 1.04 0.50 1.08
13 H -0.65 2.00 1.94
14 H -0.94 2.61 0.44
15 H 0.58 2.86 1.13